Entry from the OMol25 dataset: the molecule C3H5N5O in a non-equilibrium geometry (ωB97M-V/def2-TZVPD).

Output
- HOMO: -9.21 eV
- ΔE to the lowest compared entry with this formula, charge and spin: 3.130 eV
- SMILES: [H]/N=c1/ncnc(N)n1O
- LUMO energy: 0.2 eV

Each atom is followed by the atoms it is bonded to, with distances in Å.
Cartesian coordinates (Å):
1 H -2.669 0.849 1.111  N2 1.128
2 N -1.752 0.851 1.768  H1 1.128, C3 1.290
3 C -0.743 0.289 1.194  N2 1.290, N4 1.466, N9 1.334
4 N 0.418 0.153 2.078  C3 1.466, C5 1.344
5 C 1.349 -0.630 1.507  N4 1.344, N6 1.451, H11 1.161
6 N 1.560 -0.783 0.080  C5 1.451, C7 1.236
7 C 0.655 -0.382 -0.661  N6 1.236, N8 1.495, N9 1.388
8 N 0.676 -0.693 -2.122  C7 1.495, H12 0.993, H13 1.145
9 N -0.455 0.241 -0.108  C3 1.334, C7 1.388, O10 1.423
10 O -1.246 1.010 -1.006  N9 1.423, H14 0.978
11 H 2.063 -0.810 2.406  C5 1.161
12 H 1.649 -0.836 -2.256  N8 0.993
13 H 0.542 0.247 -2.763  N8 1.145
14 H -2.046 0.495 -1.230  O10 0.978

Entry from the OMol25 dataset: the molecule C3H5NO in a non-equilibrium geometry (ωB97M-V/def2-TZVPD).

Output
- HOMO: -10.20 eV
- ΔE to the lowest compared entry with this formula, charge and spin: 2.465 eV
- SMILES: [H]/N=C/[C@@H]1CO1
- LUMO energy: 1.1 eV

Each atom is followed by the atoms it is bonded to, with distances in Å.
Cartesian coordinates (Å):
1 H -2.860 0.138 0.374  N2 1.114
2 N -1.959 0.005 -0.267  H1 1.114, C3 1.273
3 C -0.901 0.234 0.402  N2 1.273, C4 1.497, H7 1.091
4 C 0.332 0.403 -0.431  C3 1.497, C5 1.514, O6 1.414, H8 1.110
5 C 1.428 -0.601 -0.150  C4 1.514, O6 1.408, H9 1.153, H10 1.021
6 O 1.544 0.756 0.205  C4 1.414, C5 1.408
7 H -0.962 0.550 1.444  C3 1.091
8 H 0.050 0.817 -1.421  C4 1.110
9 H 1.250 -1.358 0.702  C5 1.153
10 H 2.079 -0.944 -0.858  C5 1.021

Entry from the OMol25 dataset: the molecule C3H5NO (ωB97M-V/def2-TZVPD).

Output
- HOMO: -9.89 eV
- ΔE to the lowest compared entry with this formula, charge and spin: 1.736 eV
- SMILES: O=C[C@H]1CN1
- LUMO energy: 0.8 eV

Each atom is followed by the atoms it is bonded to, with distances in Å.
Cartesian coordinates (Å):
1 O -1.948 -0.991 0.063  C2 1.206
2 C -0.822 -1.043 0.491  O1 1.206, C3 1.500, H6 1.113
3 C 0.391 -0.422 -0.136  C2 1.500, C4 1.473, N5 1.466, H7 1.090
4 C 0.341 0.909 -0.765  C3 1.473, N5 1.468, H8 1.088, H9 1.086
5 N 0.906 0.749 0.581  C3 1.466, C4 1.468, H10 1.021
6 H -0.590 -1.520 1.469  C2 1.113
7 H 1.162 -1.134 -0.430  C3 1.090
8 H 1.064 1.155 -1.540  C4 1.088
9 H -0.618 1.408 -0.870  C4 1.086
10 H 0.217 1.043 1.274  N5 1.021

Q: What is the HOMO in the first record?
A: -9.21 eV